Here is a 7-piece molecular cluster, C34H48N6O12 overall from OMol25. Energies are from ωB97M-V with the def2-TZVPD basis set.

```
100
C34H48N6O12, DFT ωB97M-V with the def2-TZVPD basis set
C -5.9465 0.6347 1.5598
C -4.4264 0.6167 1.0774
C -4.1879 1.8572 0.2051
C -4.0014 3.1888 0.9434
C -2.7991 2.9124 1.9098
C -2.9604 1.7718 2.8729
N -3.5160 0.5706 2.2120
O -3.3450 -0.5687 2.8189
C -3.9155 2.3267 4.0628
C -1.5183 1.4388 3.3317
C -4.3377 -0.6339 0.2231
H -6.7447 0.8551 0.6497
H -6.1999 1.2954 2.3168
H -6.3652 -0.2327 2.0075
H -4.9592 1.9429 -0.5862
H -3.2132 1.5920 -0.3230
H -5.0819 3.5021 1.4316
H -3.6945 4.2046 0.3614
H -2.5218 3.9299 2.4701
H -1.9605 2.5112 1.2916
H -3.3781 2.9472 4.5685
H -4.0635 1.4528 4.7002
H -4.7633 2.6912 3.6125
H -1.3706 0.7663 4.1610
H -0.8556 2.4913 3.4322
H -0.9141 0.8288 2.6315
H -5.1540 -0.5986 -0.5623
H -4.2897 -1.5959 0.8784
H -3.4358 -0.5443 -0.5084
C -0.3579 0.6940 -0.8935
O -0.8681 1.5886 -1.4931
O 0.8446 0.3139 -1.2154
O -1.0066 -0.1040 -0.1074
H 1.1103 0.5749 -2.0689
C 0.6413 -3.5099 -2.8444
C 1.1077 -3.3805 -1.3755
C 1.6426 -4.6797 -0.6650
C 1.6702 -5.9951 -1.5075
C 0.9198 -6.0211 -2.9542
C 0.4697 -4.6659 -3.5095
N 2.0603 -7.1527 -0.8341
O 2.4922 -7.0053 0.3930
O 2.3219 -8.1116 -1.6279
H 0.1636 -2.5026 -3.2438
H 1.1553 -2.3985 -0.7889
H 2.1168 -4.6247 0.2699
H 1.1591 -6.9838 -3.4406
H 0.0038 -4.9053 -4.5873
C 4.0691 2.2393 1.1721
C 2.8436 1.4422 0.9972
C 2.8098 -0.0106 1.5046
C 4.0306 -0.6967 2.1689
C 5.3591 0.0879 2.1337
C 5.2955 1.6129 1.6076
N 4.0133 -2.1037 2.5482
O 5.0808 -2.6152 3.0518
O 3.0871 -2.8325 2.1840
H 4.2710 3.1851 0.7955
H 2.0654 1.6991 0.5361
H 1.9414 -0.4301 1.4840
H 6.0895 -0.5061 2.5314
H 6.2351 2.2899 1.5328
C -0.5754 -2.8476 1.6482
C -1.5543 -3.1739 0.4750
C -2.6451 -4.1783 0.6337
C -2.6627 -5.1482 1.8876
C -1.7580 -4.6620 3.0798
C -0.7920 -3.5383 2.8614
N -3.5423 -6.2536 2.0413
O -4.1050 -6.9215 1.0725
O -3.8790 -6.4017 3.2516
H 0.2997 -2.0701 1.5556
H -1.5050 -2.5001 -0.4914
H -3.1423 -4.5728 -0.2996
H -1.7083 -5.2027 3.9732
H -0.2948 -3.3391 3.7484
C 3.2341 0.4864 -4.0511
O 2.2766 0.9896 -3.4085
N 3.9336 1.2226 -4.8926
C 5.1486 0.6473 -5.6251
C 3.4860 2.5616 -5.3499
H 3.4324 -0.5342 -3.7842
H 5.9076 1.5266 -5.3102
H 4.8251 0.4173 -6.5479
H 5.4440 -0.3343 -5.1873
H 4.2411 3.1216 -5.8547
H 2.8999 3.1462 -4.6395
H 2.7674 2.5243 -6.1221
C 0.2040 4.7462 -0.2788
O -0.9558 5.2339 0.0719
N 1.1422 5.5840 -0.6735
C 2.3400 4.9675 -1.3542
C 1.0900 7.0340 -0.6085
H 0.3092 3.7342 -0.5387
H 3.1496 5.1914 -0.7545
H 2.5645 5.7077 -2.2175
H 2.1550 3.9846 -1.8961
H 2.0115 7.4070 -0.1824
H 0.1395 7.4679 -0.1131
H 1.2002 7.3300 -1.6220
```

Properties
Relative energy (zero: lowest compared OMol25 entry of this formula, charge and spin)   0.444 eV
Orbital gap   4.268 eV
Charge   0
2S+1   1


Here is a 4-piece molecular cluster, C6H11NO overall from OMol25. Energies are from ωB97M-V with the def2-TZVPD basis set.

```
19
C6H11NO, DFT ωB97M-V with the def2-TZVPD basis set
C -1.4277 -2.7904 -1.0266
C -0.6646 -0.4932 -0.8148
C 0.5320 0.3004 -0.6367
C 0.8124 1.8080 -0.3071
C 1.1697 1.7530 1.2715
C -0.2603 0.1096 0.6915
H -2.4526 -3.2778 -2.1671
H -0.0464 -3.7747 -0.6983
H -2.1686 -2.1200 0.1162
H -1.5309 0.1830 -0.8411
H 1.3877 -0.4119 -0.5695
H 1.5734 2.0416 -0.8856
H -0.1767 2.3428 -0.7606
H 2.3306 1.8971 1.3319
H 0.7922 2.7341 1.7748
H 0.6753 0.1474 2.4512
H -0.8144 0.9964 0.9122
N 0.8572 0.3238 1.5180
O -0.5882 -1.7691 -1.3598
```

Properties
Relative energy (zero: lowest compared OMol25 entry of this formula, charge and spin)   13.433 eV
Orbital gap   8.147 eV
Charge   0
2S+1   1


Here is a 2-piece molecular cluster, C3H12NO2 overall from OMol25. Energies are from ωB97M-V with the def2-TZVPD basis set.

```
18
C3H12NO2, DFT ωB97M-V with the def2-TZVPD basis set
C -0.3489 -0.6107 0.2305
C 0.0135 0.2148 1.3755
C 1.3842 0.7070 1.3346
O -1.0861 1.2736 1.4917
N -0.5769 0.3235 -0.8516
H 0.5092 -1.2560 -0.0417
H -1.1035 -1.4267 0.3071
H -0.1904 -0.3495 2.3443
H 1.6496 0.6777 0.2802
H 2.1456 -0.0312 1.7982
H 1.4310 1.6851 1.9037
H -0.7569 1.8116 2.3026
H -1.0461 1.1273 -0.2859
H -1.2875 0.1658 -1.5663
H 0.1664 0.5100 -1.5627
H 0.3832 -1.9188 -2.9938
H -1.0810 -1.6380 -3.2377
O -0.2054 -1.2655 -2.8287
```

Properties
Relative energy (zero: lowest compared OMol25 entry of this formula, charge and spin)   2.069 eV
Orbital gap   11.686 eV
Charge   +1
2S+1   1


Here is a 2-piece molecular cluster, C4H13Cl4N5P overall from OMol25. Energies are from ωB97M-V with the def2-TZVPD basis set.

```
27
C4H13Cl4N5P, DFT ωB97M-V with the def2-TZVPD basis set
N 2.7616 1.1348 0.8170
P 3.2782 -0.2661 0.3874
N 2.3172 -1.7054 0.8102
C 1.1020 -1.8341 0.2952
N 0.3197 -2.8926 0.7015
N 0.6873 -0.9617 -0.6737
C -0.2644 0.0912 -0.1611
C -1.7090 -0.3445 -0.0293
N -1.9874 -0.9530 1.2833
H 1.8727 1.0920 1.2915
H 4.5021 -0.5613 1.0056
H 3.4791 -0.3703 -0.9957
H 2.3686 -1.9307 1.8032
H 0.1938 -3.6987 0.1191
H -0.1669 -2.8842 1.5797
H 0.1554 -1.5271 -1.3292
H -0.2377 0.8855 -0.8920
H 0.0277 0.5116 0.7893
H -2.0506 -0.9665 -0.8479
H -2.2815 0.5774 -0.0771
H -2.3541 -0.2580 1.9100
H -2.6408 -1.7147 1.2031
C -1.8764 3.7210 -1.8006
Cl -2.0514 5.3752 -2.3621
Cl -1.7752 2.6255 -3.1853
Cl -0.3985 3.5730 -0.8371
Cl -3.2714 3.2818 -0.8050
```

Properties
Orbital gap   7.871 eV
Charge   +1
2S+1   1


Here is a 5-piece molecular cluster, C20H54N4O7 overall from OMol25. Energies are from ωB97M-V with the def2-TZVPD basis set.

```
85
C20H54N4O7, DFT ωB97M-V with the def2-TZVPD basis set
C -6.5350 -7.8477 12.2438
O -6.0708 -6.8089 13.1524
C -5.5093 -7.4879 14.3375
C -4.8766 -6.3901 15.1401
N -4.4256 -6.8259 16.4683
C -3.7635 -5.7704 17.2732
C -2.5248 -5.1083 16.6650
O -1.6730 -6.1093 16.3042
C -0.4959 -5.6678 15.7626
H -7.3713 -8.3491 12.7603
H -5.7354 -8.5559 12.0268
H -6.8863 -7.3413 11.3367
H -4.7970 -8.2208 13.9412
H -6.3975 -7.9391 14.8135
H -5.6642 -5.6501 15.2618
H -4.1321 -5.8622 14.5305
H -3.7367 -7.5966 16.3957
H -3.5210 -6.2236 18.2461
H -4.4540 -4.9554 17.4510
H -2.0690 -4.3652 17.3063
H -2.9152 -4.6486 15.7287
H 0.0554 -6.5179 15.4148
H 0.1205 -5.1229 16.4913
H -0.6885 -4.9651 14.9797
C -7.6899 -6.2511 20.8466
O -7.2964 -5.5865 19.6352
C -8.2607 -4.6607 19.1531
C -7.8390 -3.9596 17.8774
N -6.6109 -3.2487 18.0193
C -6.1871 -2.5384 16.8171
C -5.0224 -1.5950 17.0465
O -3.9016 -2.3364 17.4816
C -2.7357 -1.4886 17.6249
H -8.5943 -6.8667 20.6994
H -7.8347 -5.5691 21.6984
H -6.8955 -6.9684 21.0148
H -8.4219 -3.9310 19.9477
H -9.2037 -5.2064 18.9920
H -8.6268 -3.2312 17.6843
H -7.8898 -4.6658 17.0292
H -5.8829 -3.8969 18.2968
H -7.0140 -1.9718 16.3953
H -5.8770 -3.2930 16.1130
H -5.2418 -0.8004 17.7588
H -4.7884 -1.0866 16.0926
H -1.8391 -2.1156 17.7948
H -2.8937 -0.8064 18.4589
H -2.5682 -0.9567 16.7020
O -6.5567 -7.7216 17.9357
H -6.8677 -6.9652 18.4742
H -5.7876 -7.3493 17.4747
C -3.7539 -8.8330 19.7622
C -3.5882 -9.8047 18.6081
C -2.6455 -11.0142 18.8741
O -2.6989 -11.8672 17.7873
C -3.0054 -13.2310 18.0756
N -4.9714 -10.2797 18.3534
H -2.7551 -8.5329 20.0824
H -4.0997 -9.4070 20.6252
H -4.4750 -8.0239 19.5670
H -3.2321 -9.3146 17.6908
H -2.9495 -11.5246 19.7966
H -1.6472 -10.5861 18.9649
H -2.9097 -13.7768 17.1415
H -4.0260 -13.2913 18.4276
H -2.2710 -13.6138 18.7772
H -5.0837 -10.8890 17.5379
H -5.6128 -9.4954 18.2245
C -9.9768 -8.3148 18.2166
C -9.7462 -9.4791 17.2357
C -11.0514 -9.9976 16.6025
O -12.0402 -10.3130 17.6535
C -13.4051 -10.6320 17.1769
N -8.9394 -9.0273 16.0806
H -9.0100 -7.9606 18.5971
H -10.6428 -8.6094 19.0061
H -10.3929 -7.4663 17.6681
H -9.2139 -10.3174 17.6520
H -10.8545 -10.8310 15.9161
H -11.4587 -9.1794 15.9634
H -13.2922 -11.5216 16.5567
H -13.8727 -9.8072 16.5936
H -13.9525 -10.9203 18.0693
H -8.0905 -8.5597 16.4191
H -9.5492 -8.3888 15.5977
```

Properties
Relative energy (zero: lowest compared OMol25 entry of this formula, charge and spin)   0.000 eV
Structure (SMILES)   COC[C@H](C)N.COC[C@H](C)N.COCCNCCOC.COCCNCCOC.O
Orbital gap   9.060 eV
Charge   0
2S+1   1


Here is C32H85N9O13 as an isolated structure from OMol25. Energies are from ωB97M-V with the def2-TZVPD basis set.

```
139
C32H85N9O13, DFT ωB97M-V with the def2-TZVPD basis set
C 2.1501 -0.5560 2.5882
O 3.1742 -1.0847 2.1957
N 0.9380 -0.7751 2.1083
N 2.0266 0.3204 3.5203
H 0.1590 -0.7401 2.7503
H 0.8348 -1.3107 1.2583
H 2.8556 0.6229 4.0117
H 1.2222 0.9311 3.5256
C -0.7918 -1.2077 -0.5753
O -1.7953 -0.8876 0.0194
N 0.4034 -0.5580 -0.3934
N -0.6226 -2.3607 -1.2281
H 0.3317 0.4249 -0.1724
H 1.2174 -0.9312 -0.8607
H 0.3063 -2.6505 -1.4990
H -1.3435 -2.9758 -1.5775
C -2.0147 -4.5026 -2.0990
O -2.3785 -3.1298 -2.2614
C -3.8050 -2.9080 -2.0545
C -4.2836 -3.3265 -0.5922
N -4.7565 -4.7653 -0.5274
C -6.1413 -4.9567 -0.9082
C -6.5784 -6.3424 -0.6803
O -5.7028 -7.2712 -1.2662
C -6.3867 -8.4694 -1.4845
H -2.4353 -5.2109 -2.8128
H -2.1387 -4.9475 -1.1117
H -0.9551 -4.5285 -2.3532
H -4.2443 -3.5304 -2.8340
H -4.0636 -1.8657 -2.2412
H -4.9532 -2.5432 -0.2370
H -3.4031 -3.0523 -0.0112
H -4.2949 -5.4583 -1.0990
H -6.2667 -4.6854 -1.9565
H -6.7543 -4.3242 -0.2661
H -7.6090 -6.3782 -1.0333
H -6.3647 -6.6404 0.3462
H -6.7181 -8.9553 -0.5668
H -5.7102 -9.2270 -1.8803
H -7.1394 -8.4567 -2.2728
C 7.7169 4.2521 -2.6168
O 6.4737 3.8331 -2.1023
C 5.8664 4.7923 -1.1914
C 4.3461 4.4176 -1.0911
N 4.1284 3.0933 -0.4541
C 2.9858 2.4228 -1.0342
C 2.8116 1.0539 -0.3538
O 3.8464 0.2549 -0.8986
C 3.4194 -1.0966 -0.8256
H 8.2985 3.4099 -2.9919
H 8.2755 4.6230 -1.7575
H 7.6182 5.1738 -3.1903
H 5.9650 5.8085 -1.5731
H 6.4449 4.7360 -0.2694
H 3.9404 4.4580 -2.1020
H 3.8388 5.1745 -0.4930
H 4.9668 2.6231 -0.7642
H 3.1630 2.3575 -2.1077
H 2.1178 3.0810 -0.9947
H 1.8255 0.7654 -0.7179
H 2.7176 1.1381 0.7289
H 3.1905 -1.5168 0.1538
H 4.3647 -1.5021 -1.1861
H 2.6544 -1.5624 -1.4469
C 3.2601 -4.2340 7.3231
O 2.5243 -3.0467 7.2700
C 1.6218 -3.2080 6.1938
C 0.7938 -1.9267 5.8876
N 0.0802 -1.9759 4.6655
C -1.0193 -2.9498 4.7573
C -2.0086 -2.7973 3.6172
O -1.3496 -2.9347 2.4280
C -2.0558 -2.5997 1.2359
H 2.7036 -5.1099 7.6566
H 3.9206 -3.9894 8.1550
H 3.7788 -4.4122 6.3811
H 1.0234 -4.1180 6.1510
H 2.2626 -3.3418 5.3223
H 1.5189 -1.1192 5.9895
H 0.1134 -1.8435 6.7350
H -0.2362 -1.0711 4.3469
H -1.5472 -2.6896 5.6747
H -0.6471 -3.9722 4.8220
H -2.3783 -1.7766 3.7162
H -2.8286 -3.5089 3.7140
H -1.8500 -1.5647 0.9629
H -3.1416 -2.5271 1.2982
H -1.8216 -3.2280 0.3765
C -2.6216 4.6774 4.1228
O -3.2095 5.0374 2.8212
C -4.1744 4.1495 2.3357
C -3.6796 3.2813 1.1330
N -2.9518 2.0899 1.5476
C -2.3511 1.2372 0.5216
C -1.1372 1.8796 -0.2041
O 0.0110 1.9782 0.6879
C 1.2992 2.2689 0.1184
H -3.3235 4.3422 4.8864
H -2.2085 5.5738 4.5853
H -1.8479 3.9100 4.1010
H -5.0883 4.6044 1.9538
H -4.5967 3.6055 3.1806
H -3.3057 3.9282 0.3394
H -4.5719 2.8848 0.6488
H -2.3309 2.3348 2.3057
H -3.0924 0.8805 -0.1935
H -1.9958 0.3513 1.0479
H -1.3740 2.8401 -0.6618
H -0.8643 1.2155 -1.0242
H 1.4868 1.7379 -0.8148
H 1.9867 1.7426 0.7806
H 1.5308 3.3278 0.0031
C 0.0551 -0.1835 -2.5878
O 0.5568 1.1664 -2.4675
C 0.1246 2.0144 -3.5214
C 0.7120 3.4155 -3.3223
N 2.1778 3.3251 -3.4195
C 2.7565 4.6645 -3.6755
C 2.4188 5.1444 -5.1612
O 2.3222 6.6230 -5.1895
C 2.1285 7.1064 -6.5184
H 0.7171 -0.8086 -1.9885
H 0.0295 -0.5907 -3.5985
H -0.9186 -0.4837 -2.2007
H -0.9585 2.0468 -3.6391
H 0.4841 1.6427 -4.4809
H 0.4319 3.6416 -2.2934
H 0.1652 4.1197 -3.9493
H 2.5751 2.7896 -2.6609
H 3.8422 4.6229 -3.5885
H 2.2199 5.3668 -3.0376
H 1.4105 4.9199 -5.5092
H 3.1776 4.7447 -5.8339
H 2.1269 8.1940 -6.5904
H 1.3503 6.6592 -7.1368
H 2.9405 6.8424 -7.1960
O 1.7489 -2.8726 -1.0354
H 1.6127 -3.8131 -0.9207
H 2.5415 -2.8081 -1.5682
```

Properties
Relative energy (zero: lowest compared OMol25 entry of this formula, charge and spin)   27.911 eV
Orbital gap   7.220 eV
Charge   0
2S+1   1


Here is an isolated molecule of C3H7NO2 from OMol25. Energies are from ωB97M-V with the def2-TZVPD basis set.

```
13
C3H7NO2, DFT ωB97M-V with the def2-TZVPD basis set
C 1.8156 0.9076 -0.1580
O 0.5075 0.6141 0.2477
C 0.1411 -0.7248 0.0218
C -1.3476 -0.8618 0.0607
O -1.8151 -1.9618 -0.1735
N -2.0470 0.2712 0.2902
H 1.9042 0.7689 -1.2383
H 2.5127 0.2307 0.3428
H 2.0620 1.9485 0.0817
H 0.5661 -1.3898 0.7860
H 0.3313 -1.1807 -0.9773
H -3.0485 0.2308 0.2485
H -1.5822 1.1471 0.4677
```

Properties
Relative energy (zero: lowest compared OMol25 entry of this formula, charge and spin)   1.078 eV
Structure (SMILES)   COCC(N)=O
Orbital gap   10.647 eV
Charge   0
2S+1   1


Here is C5H18MnN6O4 as an isolated structure from OMol25. Energies are from ωB97M-V with the def2-TZVPD basis set.

```
34
C5H18MnN6O4, DFT ωB97M-V with the def2-TZVPD basis set
Mn -11.6900 -13.0160 6.3580
C -15.1180 -12.3220 7.9710
C -14.6870 -11.8250 6.5710
O -13.9140 -12.8050 6.0600
H -14.7050 -11.7450 8.8280
H -15.2090 -13.3160 8.1310
H -16.1390 -12.0720 8.2400
H -14.1480 -10.9160 6.5720
H -15.5580 -11.7760 5.8840
H -14.5150 -13.3740 5.5180
C -11.1520 -15.4480 6.9500
O -11.0110 -16.5760 6.1880
N -10.2320 -14.5610 7.1420
N -12.2350 -14.8340 7.3080
H -9.3960 -14.9410 6.6410
H -9.9270 -14.5000 8.1010
H -13.0140 -15.5010 6.8670
H -12.4130 -14.7230 8.3560
C -10.7480 -11.7750 8.4190
O -9.8770 -12.2970 9.2770
N -10.4470 -11.4500 7.2320
N -12.0330 -12.0110 8.1970
H -9.3670 -11.3500 7.1800
H -10.8560 -10.6630 6.7630
H -12.4910 -12.5180 8.9890
H -12.6530 -11.1580 7.9700
C -11.3630 -12.8630 3.5920
O -11.9490 -13.0610 2.3340
N -11.5590 -11.8650 4.4570
N -11.0180 -13.7590 4.4530
H -10.7300 -11.2220 4.3540
H -12.3780 -11.2360 4.2250
H -11.2380 -14.6490 4.0600
H -9.9420 -13.8660 4.3530
```

Properties
Relative energy (zero: lowest compared OMol25 entry of this formula, charge and spin)   1.287 eV
Orbital gap (alpha / beta)   9.496 / 10.186 eV
Charge   +2
2S+1   6


Here is an isolated molecule of C22H25N3O from OMol25. Energies are from ωB97M-V with the def2-TZVPD basis set.

```
51
C22H25N3O, DFT ωB97M-V with the def2-TZVPD basis set
C -2.4090 3.1717 -0.4535
C -1.9263 1.7750 -0.6527
C -2.5500 0.6022 -0.2972
N -1.7438 -0.4460 -0.6591
C -0.6021 0.0564 -1.2254
C -0.6856 1.4299 -1.2488
C 0.3587 2.3825 -1.7486
N 1.7000 1.9657 -1.3946
C 2.2879 2.3783 -0.2451
O 1.8043 3.2342 0.4703
C 3.5958 1.7184 0.0422
C 3.9727 1.5464 1.4912
C 4.6760 2.5652 0.6663
H 4.4324 3.6022 0.8391
H 5.6968 2.3863 0.3648
H 3.2563 1.9015 2.2162
H 4.4946 0.6454 1.7753
H 3.8937 0.9455 -0.6552
H 2.0849 1.1817 -1.8978
H 0.3033 2.4941 -2.8377
H 0.2008 3.3591 -1.2861
N 0.4226 -0.7688 -1.6897
C 1.1470 -1.6607 -0.9526
C 2.1074 -2.2084 -1.7565
C 1.9674 -1.6253 -3.0325
C 0.9266 -0.7418 -2.9585
H 0.4918 -0.1102 -3.7081
H 2.5620 -1.8355 -3.8997
H 2.8303 -2.9458 -1.4683
H 0.9342 -1.8273 0.0850
C -2.0185 -1.8338 -0.4196
C -1.7324 -2.2762 1.0000
C -2.1192 -3.5504 1.3976
C -1.8581 -3.9951 2.6802
C -1.2067 -3.1693 3.5818
C -0.8208 -1.8991 3.1927
C -1.0815 -1.4528 1.9077
H -0.7790 -0.4566 1.6186
H -0.3131 -1.2487 3.8894
H -1.0021 -3.5158 4.5837
H -2.1635 -4.9875 2.9772
H -2.6265 -4.1954 0.6940
H -3.0697 -2.0347 -0.6539
H -1.4053 -2.4289 -1.1067
C -3.8598 0.3635 0.3679
H -4.2940 1.3079 0.6805
H -4.5615 -0.1251 -0.3106
H -3.7384 -0.2695 1.2470
H -1.6731 3.7434 0.1107
H -3.3484 3.1856 0.0916
H -2.5591 3.6667 -1.4126
```

Properties
Relative energy (zero: lowest compared OMol25 entry of this formula, charge and spin)   1.266 eV
Structure (SMILES)   Cc1c(CNC(=O)C2CC2)c(-n2cccc2)n(Cc2ccccc2)c1C
Orbital gap   8.530 eV
Charge   0
2S+1   1


E_tot across the listed records, respectively: -69518.277 -9925.022 -8882.805 -71179.169 -41904.809 -74558.855 -8809.451 -53906.108 -29737.671 eV.